{"formula": "C18H37BrClINO6P2", "method": "ωB97M-V with the def2-TZVPD basis set", "symbols": ["C", "C", "H", "O", "H", "C", "C", "O", "H", "H", "H", "H", "H", "C", "H", "O", "H", "H", "H", "H", "Br", "H", "H", "H", "H", "H", "H", "N", "H", "H", "H", "C", "H", "H", "H", "H", "H", "H", "H", "C", "H", "C", "C", "P", "H", "C", "H", "H", "C", "P", "C", "O", "O", "C", "H", "H", "Cl", "H", "H", "I", "O", "H", "C", "C", "C", "C", "C"], "xyz": [[-2.6032, 1.9613, -1.0859], [4.5165, -1.9149, 0.0162], [-1.9040, -0.1893, 5.1307], [-3.6269, 1.3618, -0.3748], [-4.9515, -1.3637, -3.2723], [-3.6718, -3.7786, -0.1028], [-5.0304, 3.3460, -2.6321], [-4.4060, -0.8027, -2.6482], [4.7676, -2.0499, -1.0392], [-2.6115, -4.1599, 0.2724], [8.7774, 0.4139, -1.8787], [5.3778, -2.2387, 0.6131], [-3.6235, -3.3256, -1.1929], [-0.7421, -1.5385, 2.6504], [-1.1445, 0.5779, 0.8408], [1.9477, -2.1829, 2.3991], [-4.3272, -4.7704, -0.2129], [6.4556, 3.3627, -0.8453], [8.7908, 3.1399, -0.5399], [3.6001, 0.0026, -0.4350], [-1.8580, -0.9887, -0.9189], [-2.7436, 3.1462, -0.9192], [-3.6789, 3.0331, -4.4355], [2.5361, -2.7170, -0.3454], [-2.4032, 1.7304, 1.8073], [-6.1040, 2.8268, -2.6905], [-4.7534, 3.6566, -1.5464], [-3.6503, -1.5587, 1.4194], [-0.1687, -1.8301, 3.6559], [-4.1978, -1.2912, 2.2964], [-3.3244, 0.7646, 4.2611], [-4.3612, -2.7764, 0.9990], [6.3838, 2.0777, -2.0765], [5.0477, 0.1036, 0.5976], [-0.7703, 0.5835, 3.2464], [-5.5528, -2.7090, 0.9100], [-5.1733, 4.3662, -3.2372], [-4.2840, -3.4655, 1.9867], [-2.4243, 0.8006, -3.1663], [7.7136, 0.5958, -0.0488], [-1.7113, 2.5385, -3.0961], [-2.6549, 1.8881, -2.7606], [-1.6491, -0.1452, 2.8575], [-5.0353, -0.7679, -1.0276], [-4.6021, 1.4888, -3.8786], [8.7926, 1.0460, -0.9864], [-1.3795, -2.4707, 2.3635], [0.0885, -1.2462, 1.8682], [3.2889, -2.6771, 0.4468], [-3.5292, -0.1251, 0.4426], [2.7722, -1.8318, 1.5714], [6.6320, 1.4239, -0.1419], [7.7668, -0.3878, 0.6708], [8.3742, 2.4614, -1.2944], [8.7000, 2.8099, -2.2780], [-1.4685, 1.8384, -0.8511], [-6.5641, 0.7559, -0.8157], [-3.2648, -1.1585, 4.2653], [3.5414, -3.6820, 0.7927], [-5.3212, 0.8394, 1.9239], [3.3259, -0.5849, 1.5173], [9.7726, 1.0132, -0.5047], [-3.9957, 2.4264, -3.4556], [4.1611, -0.4931, 0.3642], [-2.1235, 0.6036, 1.5285], [-2.6168, -0.1632, 4.1731], [6.8758, 2.4007, -1.1530]], "charge": -1, "e_homo_ev": -4.14}

=====

{"formula": "C25H40CdN5O9P2", "method": "ωB97M-V with the def2-TZVPD basis set", "symbols": ["O", "C", "N", "N", "O", "C", "H", "H", "C", "H", "C", "H", "C", "C", "P", "N", "C", "H", "C", "O", "C", "C", "H", "C", "H", "H", "H", "C", "C", "O", "H", "C", "H", "H", "C", "H", "N", "H", "H", "H", "C", "H", "H", "H", "H", "H", "H", "O", "Cd", "H", "P", "H", "C", "C", "H", "C", "H", "C", "H", "H", "H", "O", "H", "O", "C", "O", "C", "H", "C", "C", "H", "O", "N", "H", "H", "H", "H", "H", "C", "H", "H", "H"], "xyz": [[-1.0829, 0.3548, 2.6066], [0.2057, 1.3263, -3.0604], [0.7775, 3.1714, 1.8240], [1.3904, 0.8143, -2.3991], [-5.0995, 1.4191, -1.7946], [2.0570, -7.0695, -0.1204], [1.6077, 5.4104, 1.0652], [0.4731, 1.5533, -4.0953], [-0.6798, 5.1161, -1.3670], [-0.6117, 0.5982, -3.0586], [-1.1665, -4.0216, -2.4636], [4.8246, 2.3794, -0.9014], [-0.1073, -3.3740, -0.2716], [3.9706, 0.1039, 0.3490], [0.1662, 3.2134, 0.2992], [0.0376, 4.8077, -0.1444], [1.8544, -0.4274, -2.9930], [1.0705, -1.1877, -2.9962], [-4.2971, 0.4704, 0.2054], [1.0153, 0.3267, 0.3281], [1.4041, -4.8663, 0.8456], [0.8658, -2.7304, 1.9880], [2.0393, -5.0932, 1.6906], [-4.5865, -0.5568, 2.7045], [-2.7319, -1.7921, 3.9483], [1.8436, -2.8599, 2.4495], [-1.1718, 6.0849, -1.2637], [-0.8044, -2.0556, -0.2803], [4.1864, 1.7187, -1.4935], [-1.5093, -1.7244, 0.7039], [2.1592, -0.2236, -4.0210], [-5.5715, 0.0911, 0.6241], [-0.1322, 2.2384, -2.5744], [-0.0120, 5.1582, -2.2345], [0.4604, -5.4877, -1.2541], [-0.1647, 2.3665, 3.5213], [3.3243, 0.9500, -0.6269], [3.1992, -0.3780, 0.9449], [1.7647, -7.7457, -0.9169], [-4.8888, 1.7670, -2.6778], [-0.1741, 3.2722, 2.9119], [-6.4122, 0.1889, -0.0433], [4.8296, 1.0673, -2.0903], [2.2092, 1.7712, 2.4796], [-6.6886, -0.6826, 2.2786], [-1.4342, 4.3487, -1.5257], [0.0595, 4.1351, 3.5424], [-2.9090, 1.0183, -1.6471], [-1.1100, 0.3692, 0.0606], [-0.8645, -4.5852, -3.3426], [1.6956, 1.0390, -0.7812], [4.6141, 0.6993, 1.0018], [0.7133, -3.6637, 0.8266], [-4.0153, 0.9981, -1.1646], [3.1214, -6.8659, -0.2135], [-0.2329, -4.2857, -1.3204], [-1.1992, -2.9619, -2.7019], [-3.3484, -0.1780, 2.1866], [2.7057, -0.8085, -2.4349], [3.5655, 2.3206, -2.1521], [-1.1664, 3.3993, 2.4830], [-0.6275, -1.2431, -1.2300], [-4.6900, -0.9390, 3.7086], [1.3410, 2.6307, -0.6628], [-5.7142, -0.4061, 1.9087], [-1.9691, -1.1977, 3.8988], [2.1311, 2.8240, 2.1980], [0.1076, -2.9542, 2.7389], [-2.0307, -0.3235, 2.9069], [1.1516, 5.6952, 0.1220], [0.7836, 6.7184, 0.2035], [-1.1216, 2.5134, 0.0871], [-3.2272, 0.3530, 0.9773], [0.3467, -6.2043, -2.0546], [1.9013, -7.5573, 0.8387], [0.7338, -1.6915, 1.6923], [4.5829, -0.6559, -0.1454], [2.8044, 3.0209, 1.3685], [1.2906, -5.7871, -0.1851], [2.4370, 3.4329, 3.0513], [1.9053, 5.6613, -0.6702], [-2.1764, -4.3349, -2.1940]], "e_above_lowest_ev": 0.609, "charge": 1, "e_homo_ev": -10.46}